[1]
Below is C51H44AsClNO2P2Se2TcTe2 as an isolated structure, with properties calculated with ωB97M-V with the def2-TZVPD basis set.

Structure (XYZ):
```
107
Properties=species:S:1:pos:R:3
Tc 1.7773 -0.6918 0.0706
Cl 4.4961 4.5275 -4.8550
C 3.9573 3.2689 -3.8004
C 4.8327 2.2755 -3.3858
C 4.3711 1.2676 -2.5658
C 3.0324 1.2077 -2.1467
O 2.6493 0.1568 -1.4358
C 2.1613 2.2413 -2.5450
C 0.7021 2.2278 -2.2486
O 0.2778 1.9309 -0.8970
C 2.6428 3.2496 -3.3732
H 5.8618 2.2865 -3.7179
H 5.0349 0.4707 -2.2526
H 0.2642 3.1813 -2.5593
H 1.9706 4.0317 -3.7051
N 1.2650 -1.6509 2.0532
C 1.0635 -0.7952 3.2138
C 0.4563 -1.3136 4.3461
C 0.2720 -0.5139 5.4621
C 0.6956 0.8046 5.4451
C 1.3027 1.3219 4.3114
C 1.4988 0.5275 3.1857
P 2.2710 1.1374 1.6391
C 4.0513 0.8615 1.9677
C 4.9473 1.3530 1.0158
C 6.3093 1.1685 1.1775
C 6.7927 0.4950 2.2936
C 5.9080 0.0059 3.2408
C 4.5379 0.1826 3.0786
C 2.2278 2.9608 1.8683
C 1.2526 3.7727 1.2953
C 1.2169 5.1335 1.5702
C 2.1395 5.6942 2.4371
C 3.1079 4.8917 3.0229
C 3.1617 3.5384 2.7357
H 0.4949 -2.3140 2.0123
H 2.0903 -2.2297 2.2407
H 0.1196 -2.3438 4.3535
H -0.2034 -0.9216 6.3444
H 0.5558 1.4335 6.3143
H 1.6113 2.3570 4.2981
H 4.5700 1.8996 0.1574
H 6.9975 1.5607 0.4398
H 7.8573 0.3556 2.4261
H 6.2783 -0.5128 4.1159
H 3.8557 -0.1884 3.8349
H 0.5273 3.3481 0.6234
H 0.4608 5.7493 1.1009
H 2.1089 6.7542 2.6524
H 3.8280 5.3179 3.7091
H 3.9329 2.9340 3.1942
Se 2.2197 -2.9607 -0.8792
Te 4.9246 -5.7214 1.4159
Te 4.5544 -3.1962 2.0870
Se 4.1519 -1.9889 -0.1119
C -1.6513 -1.7167 -1.2921
C -1.3802 -2.0863 -2.7419
As -2.9299 -3.0067 -3.6391
C -3.3387 -4.3651 -2.2971
C -4.6423 -4.8569 -2.2329
C -4.9639 -5.9040 -1.3846
C -3.9810 -6.4856 -0.5950
C -2.6765 -6.0222 -0.6691
C -2.3569 -4.9741 -1.5215
C -4.3741 -1.7360 -3.2236
C -4.7724 -0.8779 -4.2454
C -5.8190 0.0136 -4.0604
C -6.4787 0.0663 -2.8415
C -6.0914 -0.7808 -1.8132
C -5.0525 -1.6804 -2.0070
P -0.5648 -0.5297 -0.3703
C -0.7712 1.0481 -1.3589
C -2.1286 1.6700 -1.3094
C -2.7332 2.1170 -2.4117
C -2.1912 1.9382 -3.7566
C -1.0017 1.3721 -3.9441
C -0.1378 1.0379 -2.7821
C -1.5815 -0.3875 1.1436
C -1.6587 0.8218 1.8334
C -2.3735 0.9166 3.0159
C -2.9850 -0.2071 3.5517
C -2.8810 -1.4250 2.8972
C -2.1843 -1.5179 1.7010
H -1.6632 -2.6349 -0.7070
H -2.6334 -1.2474 -1.1983
H -0.5163 -2.7489 -2.8201
H -1.1934 -1.2192 -3.3695
H -5.4104 -4.4117 -2.8554
H -5.9808 -6.2724 -1.3451
H -4.2300 -7.3073 0.0634
H -1.9032 -6.4861 -0.0698
H -1.3250 -4.6443 -1.5926
H -4.2672 -0.9289 -5.2037
H -6.1279 0.6619 -4.8715
H -7.3000 0.7565 -2.6962
H -6.6108 -0.7528 -0.8636
H -4.7964 -2.3664 -1.2079
H -2.6026 1.7610 -0.3399
H -3.6959 2.6038 -2.3316
H -2.8055 2.2460 -4.5917
H -0.5875 1.2039 -4.9311
H 0.5006 0.1719 -2.9594
H -1.1582 1.6968 1.4308
H -2.4416 1.8661 3.5307
H -3.5239 -0.1395 4.4877
H -3.3426 -2.3099 3.3167
H -2.1282 -2.4800 1.2082
```

Its expectation value of S² is 3.774. The charge is +1. The calculation puts the calculated total energy at -298598.4135 eV. The LUMO energy (spin up / spin down) comes out at -3.0 / -4.3 eV. The relative energy (zero: lowest compared OMol25 entry of this formula, charge and spin) comes out at 2.366 eV. As for the spin multiplicity: 4.

***

[2]
Below is C32H61BrInN2O6S2 as an isolated structure at a distorted geometry, with properties calculated with ωB97M-V with the def2-TZVPD basis set.

Structure (XYZ):
```
105
Properties=species:S:1:pos:R:3
C 0.7120 -3.0286 1.4869
C 0.2740 -2.1786 2.7808
C 1.4345 -1.2366 3.3328
C 0.9450 0.2803 3.5711
C 2.0616 1.2565 3.0245
C 1.5563 2.6304 2.3998
C 0.0576 3.0236 2.7226
In -1.1941 2.1904 1.0012
Br 0.1537 0.1025 0.1164
C -3.2652 1.5651 1.6189
C -3.8945 0.3846 0.7397
C -3.9976 0.7742 -0.8068
S -2.9256 -0.2556 -1.9131
C -2.1062 0.8743 -3.1092
S -3.0236 1.8622 -4.0458
N -0.6655 0.8367 -3.1257
C 0.1552 -0.2820 -3.3486
C 1.5619 0.1184 -3.2323
N 1.5226 1.5044 -2.9605
C 0.2374 1.9109 -2.9086
H 1.6152 -2.5575 0.9944
H 0.9052 -4.1105 1.7268
H -0.1081 -2.9350 0.7126
H -0.0390 -2.9464 3.5444
H -0.6383 -1.6004 2.4458
H 1.7917 -1.7112 4.2911
H 2.2837 -1.3087 2.6042
H 0.8899 0.3991 4.6872
H -0.0444 0.3508 3.0609
H 2.6928 0.7526 2.2311
H 2.7889 1.4877 3.8632
H 2.2152 3.4487 2.8298
H 1.7931 2.6219 1.2922
H -0.0201 4.1464 2.5881
H -0.3186 2.6740 3.7168
H -1.2968 3.3546 -0.3781
H -3.9371 2.4683 1.4560
H -3.3389 1.3184 2.7182
H -4.9494 0.2376 1.1174
H -3.3321 -0.5754 0.8967
H -5.0627 0.5843 -1.1349
H -3.8152 1.8803 -0.9145
H -0.1407 -1.3349 -3.5438
H 2.4596 -0.5661 -3.3323
H -0.0645 2.9656 -2.7126
C 5.9060 -3.4973 -4.9146
C 5.4463 -2.3174 -4.0952
O 4.5164 -2.4092 -3.3256
C 6.1910 -1.0188 -4.2725
H 5.2815 -4.3613 -4.6853
H 5.8133 -3.2702 -5.9784
H 6.9424 -3.7390 -4.6704
H 6.1108 -0.6823 -5.3081
H 7.2400 -1.1511 -3.9999
H 5.7533 -0.2600 -3.6232
C 4.9571 -3.7741 4.3684
C 4.8010 -2.7359 5.4496
O 3.9518 -1.8767 5.3765
C 5.7445 -2.8107 6.6245
H 4.2148 -3.5973 3.5890
H 5.9528 -3.7035 3.9258
H 4.7981 -4.7714 4.7843
H 6.7751 -2.6980 6.2820
H 5.6219 -3.7652 7.1403
H 5.5172 -2.0038 7.3220
C -1.5258 -1.3953 6.7351
C -2.2836 -0.7084 5.6265
O -1.8987 0.3363 5.1557
C -3.5400 -1.3771 5.1277
H -0.6464 -0.8036 6.9915
H -2.1596 -1.4838 7.6203
H -1.1991 -2.3837 6.4055
H -4.2634 -1.4648 5.9414
H -3.3019 -2.3649 4.7274
H -3.9786 -0.7734 4.3322
C -6.4035 3.6135 -4.5216
C -6.8437 5.0503 -4.4093
O -7.9811 5.3854 -4.6777
C -5.8173 6.0503 -3.9523
H -7.2421 3.0038 -4.8607
H -5.5925 3.5291 -5.2474
H -6.0757 3.2473 -3.5470
H -4.9791 6.0703 -4.6547
H -5.4643 5.7907 -2.9516
H -6.2699 7.0422 -3.9180
C 3.5584 -6.0091 1.6746
C 3.5575 -7.2650 2.5048
O 4.5145 -7.5757 3.1840
C 2.3183 -8.1222 2.4592
H 4.5097 -5.4921 1.8032
H 3.4366 -6.2608 0.6194
H 2.7532 -5.3480 2.0004
H 2.1414 -8.4662 1.4384
H 1.4589 -7.5529 2.8184
H 2.4565 -8.9918 3.1028
C -2.7481 5.8654 -7.9996
C -3.7663 6.7690 -7.3540
O -3.9558 6.7505 -6.1566
C -4.5402 7.6968 -8.2550
H -2.2691 5.2550 -7.2333
H -3.2386 5.2052 -8.7176
H -1.9838 6.4636 -8.4996
H -5.1100 7.1175 -8.9841
H -3.8552 8.3759 -8.7665
H -5.2352 8.2859 -7.6559
```

The charge is -1. The calculation puts the calculated total energy at -146323.4590 eV. The LUMO energy comes out at 1.7 eV. As for the spin multiplicity: 1.

***

[3]
Below is C18H7AgCl5N3O8Te as an isolated structure at a distorted geometry, with properties calculated with ωB97M-V with the def2-TZVPD basis set.

Structure (XYZ):
```
43
Properties=species:S:1:pos:R:3
Ag -0.2616 0.2435 -1.0271
Cl 4.1543 1.2629 -7.1466
C 2.8651 0.9920 -6.0157
C 3.0806 1.1007 -4.6436
Cl 4.6653 1.5178 -4.0666
C 2.0589 0.8842 -3.7381
Cl 2.3446 1.0232 -2.0389
C 0.7262 0.5394 -4.1372
O -0.2287 0.3405 -3.3457
C 0.5550 0.4430 -5.5588
Cl -1.0350 0.0341 -6.1053
C 1.5833 0.6621 -6.4527
Cl 1.2822 0.5252 -8.1597
Te -2.6575 0.2786 0.4451
C -3.0337 2.2100 1.1857
C -3.1628 3.3090 0.3343
C -3.4362 4.5747 0.8359
C -3.5732 4.7722 2.2038
C -3.4303 3.6903 3.0620
C -3.1646 2.4232 2.5586
H -3.0381 3.1654 -0.7319
H -3.5315 5.4116 0.1533
H -3.7785 5.7607 2.5977
H -3.5203 3.8317 4.1333
H -3.0478 1.5880 3.2373
O 2.7228 -2.5508 5.4692
N 2.4453 -3.4526 4.6864
O 2.7709 -4.6194 4.8717
C 1.7027 -3.1181 3.4973
C 1.3650 -4.1123 2.6023
C 0.6371 -3.7937 1.4786
C 0.2060 -2.4504 1.1310
O -0.4216 -2.1269 0.1188
C 0.6310 -1.4771 2.1397
C 1.3272 -1.7840 3.2604
N 0.2816 -0.0876 1.9209
O 0.9069 0.5226 1.0014
O -0.8443 0.3052 2.3019
N 0.2907 -4.9279 0.6138
O -0.7258 -4.8657 -0.0428
O 1.0329 -5.9055 0.6313
H 1.6617 -5.1342 2.7792
H 1.5940 -1.0055 3.9600
```

The charge is -2. The calculation puts the calculated total energy at -113528.8410 eV. The LUMO energy (spin up / spin down) comes out at 3.9 / 3.9 eV. The relative energy (zero: lowest compared OMol25 entry of this formula, charge and spin) comes out at 0.824 eV. As for the spin multiplicity: 1.

***

[4]
Below is C4H4HgO5 as an isolated structure at a distorted geometry, with properties calculated with ωB97M-V with the def2-TZVPD basis set.

Structure (XYZ):
```
14
Properties=species:S:1:pos:R:3
O 0.8256 2.3956 0.6301
C 1.2380 1.2972 0.9962
O 2.1460 1.0190 1.7827
O 0.4814 0.0477 0.5285
C -0.9267 0.1991 0.1767
H -1.3275 1.0381 0.7651
C -1.0676 0.5498 -1.2984
H -0.5230 1.4718 -1.5656
H -0.7006 -0.2546 -1.9544
H -2.1274 0.7215 -1.5422
C 1.1879 -2.1361 0.2832
O 0.1364 -2.6301 0.5546
O 2.2670 -2.1006 -0.1413
Hg -1.6093 -1.6183 0.7849
```

The charge is 0. The calculation puts the calculated total energy at -18621.3549 eV. The LUMO energy comes out at -2.8 eV. The relative energy (zero: lowest compared OMol25 entry of this formula, charge and spin) comes out at 1.192 eV. As for the spin multiplicity: 1.

***

[5]
Below is a 14-piece molecular cluster, C24H61F9N26O16S overall at a distorted geometry, with properties calculated with ωB97M-V with the def2-TZVPD basis set.

Structure (XYZ):
```
137
Properties=species:S:1:pos:R:3
C -5.2732 3.2491 -3.7024
C -4.7301 2.1063 -3.2762
C -3.2865 1.8423 -3.5935
O -3.3119 1.0532 -4.7855
C -2.2493 0.1750 -4.6631
O -1.5201 -0.1312 -5.5064
O -2.2635 -0.2150 -3.3575
C -2.3836 1.0359 -2.5863
S -0.7350 1.8164 -2.7560
C -2.9406 0.6228 -1.2210
C -2.1999 1.0423 0.0678
C -2.8213 2.2317 0.7949
F -4.1145 1.9476 1.0656
F -2.1764 2.3431 1.9825
C -2.6621 3.5876 0.0785
F -1.3976 3.7189 -0.2954
F -3.5206 3.6069 -0.9603
C -3.0055 4.8237 0.9690
F -2.0129 5.0639 1.8116
F -4.1057 4.5502 1.6919
C -3.3017 6.0835 0.1047
F -2.5005 6.1625 -0.9362
F -4.5493 6.0961 -0.3153
F -3.1209 7.1668 0.8553
H -4.7779 4.1984 -3.4876
H -6.2085 3.3103 -4.2457
H -5.3438 1.4364 -2.6840
H -2.7544 2.7897 -3.7441
H 0.1114 1.1187 -1.9534
H -3.9859 0.9194 -1.1104
H -2.9560 -0.4666 -1.2245
H -2.3121 0.2189 0.7741
H -1.1242 1.2047 -0.0318
C 1.9435 -0.0874 0.1508
O 0.7398 0.1491 0.2199
N 2.8667 0.8999 0.0088
N 2.4360 -1.3544 0.2088
H 3.8530 0.7441 -0.0532
H 2.5303 1.8419 -0.0304
H 1.7767 -2.1113 0.3109
H 3.4137 -1.5656 0.1552
C 0.6232 -5.0964 -0.1960
O 0.8973 -3.9475 0.1011
N 1.0058 -6.1650 0.5582
N -0.0876 -5.4042 -1.3231
H 0.7928 -7.1155 0.3200
H 1.5339 -5.9740 1.3952
H -0.3785 -4.6395 -1.9058
H -0.3238 -6.3409 -1.5928
C 3.7128 -6.2015 -3.3779
O 4.5008 -6.5149 -4.2615
N 3.9531 -5.1967 -2.4880
N 2.5184 -6.8411 -3.2108
H 3.3075 -4.9407 -1.7635
H 4.8260 -4.6931 -2.5740
H 2.3022 -7.5884 -3.8416
H 1.8600 -6.6033 -2.4959
C -8.5086 1.5389 -1.8230
O -7.4787 2.0408 -2.2368
N -8.5463 0.2902 -1.2701
N -9.7111 2.1850 -1.8779
H -9.3822 -0.1398 -0.9236
H -7.6798 -0.2125 -1.2139
H -9.7181 3.1049 -2.2777
H -10.5698 1.7918 -1.5435
C 4.2878 -5.3651 3.1134
O 3.0875 -5.1494 3.1426
N 5.2100 -4.3710 3.0118
N 4.8097 -6.6301 3.1829
H 6.2028 -4.5300 2.9895
H 4.8679 -3.4287 2.9587
H 4.1606 -7.3907 3.2584
H 5.7924 -6.8283 3.1528
C 5.2597 3.6341 -0.2099
O 4.6836 2.7395 0.3996
N 4.7514 4.1767 -1.3427
N 6.4569 4.1469 0.2104
H 5.1917 4.9044 -1.8685
H 3.8746 3.8194 -1.6676
H 6.8531 3.7615 1.0471
H 6.9458 4.8772 -0.2702
C -2.3109 -1.5511 3.5634
O -2.1713 -1.0106 2.4834
N -3.5199 -1.6197 4.2023
N -1.2691 -2.1333 4.2248
H -3.6547 -2.0595 5.0922
H -4.3048 -1.1986 3.7414
H -0.3695 -2.1004 3.7787
H -1.3570 -2.5847 5.1146
C 8.0539 -4.2143 5.8168
O 8.3330 -3.9516 4.6583
N 6.9996 -5.0165 6.1400
N 8.7690 -3.7298 6.8734
H 6.7373 -5.2568 7.0767
H 6.4633 -5.3804 5.3737
H 9.5499 -3.1361 6.6638
H 8.5544 -3.9341 7.8305
C 3.2224 5.1914 -4.6048
O 3.6597 4.9778 -3.4821
N 2.5744 4.2371 -5.3258
N 3.3490 6.4028 -5.2183
H 2.2052 4.3896 -6.2448
H 2.4614 3.3348 -4.8996
H 3.8199 7.1280 -4.7102
H 2.9975 6.5998 -6.1358
C 1.3832 -10.6741 -2.7849
O 1.6615 -9.5289 -2.4737
N 1.7361 -11.7466 -2.0168
N 0.6984 -10.9796 -3.9267
H 1.5198 -12.6959 -2.2535
H 2.2430 -11.5572 -1.1723
H 0.4252 -10.2154 -4.5163
H 0.4623 -11.9140 -4.2005
C -5.6574 5.8185 5.2383
O -6.3332 5.4889 6.1984
N -5.0987 4.9092 4.3858
N -5.4026 7.1251 4.9323
H -4.5420 5.1591 3.5917
H -5.2636 3.9389 4.5784
H -5.7949 7.8278 5.5364
H -4.8511 7.4122 4.1466
C -6.7317 10.6843 5.9874
O -6.0181 10.0138 6.7120
N -8.0480 10.3864 5.7793
N -6.2729 11.7877 5.3237
H -8.6533 10.9225 5.1875
H -8.4151 9.5807 6.2525
H -5.3093 12.0330 5.4561
H -6.8424 12.3526 4.7234
C 7.0325 -3.7081 -4.3837
O 6.3588 -3.9902 -3.4104
N 7.5501 -4.6648 -5.2015
N 7.3162 -2.4170 -4.7327
H 8.1049 -4.4651 -6.0111
H 7.3406 -5.6206 -4.9711
H 6.9437 -1.6921 -4.1481
H 7.8663 -2.1657 -5.5312
```

The charge is 0. The calculation puts the calculated total energy at -132684.9145 eV. The LUMO energy comes out at 0.5 eV. As for the spin multiplicity: 1.

***

[6]
Below is a 3-piece molecular cluster, C4H10NO3 overall at a distorted geometry, with properties calculated with ωB97M-V with the def2-TZVPD basis set.

Structure (XYZ):
```
18
Properties=species:S:1:pos:R:3
C -0.1157 -0.9929 1.8168
C 0.6677 -0.5104 0.6745
N 0.2367 -0.3772 -0.6004
C -1.0974 -0.6339 -1.0212
C -1.6519 1.3778 -0.7542
O -2.8047 1.4733 -1.3109
O 1.8879 -0.3769 0.8578
H -0.8470 -1.7878 1.7045
H -0.6659 -0.1930 2.3990
H 0.5027 -1.4603 2.6233
H 0.8165 0.0697 -1.3499
H -1.5262 -0.8984 -1.9337
H -1.8863 -1.1217 -0.3541
H -1.8748 1.2823 0.3067
H -0.7276 1.9708 -1.3725
H 2.7084 0.9605 -1.2186
H 3.0623 0.2568 0.1055
O 3.3153 0.9613 -0.5727
```

The charge is -1. The calculation puts the calculated total energy at -11939.7026 eV. The LUMO energy comes out at 3.7 eV. The relative energy (zero: lowest compared OMol25 entry of this formula, charge and spin) comes out at 5.694 eV. As for the spin multiplicity: 1.

***

[7]
Below is one molecule with the formula C4H7N3 at a distorted geometry, with properties calculated with ωB97M-V with the def2-TZVPD basis set.

Structure (XYZ):
```
14
Properties=species:S:1:pos:R:3
C 0.0900 -1.0588 0.2301
C 1.1425 1.2626 0.1422
C 2.3216 0.3781 -0.0629
C -2.3704 -0.1132 -0.2541
H 1.1733 -1.6033 -0.1447
H 0.1786 -1.0092 1.5363
H -0.9614 -1.4074 -0.2184
H 1.0628 1.8607 1.0696
H 1.1276 2.0182 -0.5436
H -3.4579 0.3595 -0.1368
H -2.2838 -1.1629 -0.3695
N 0.1376 0.2777 -0.3255
N 3.1159 -0.5412 -0.5330
N -1.2764 0.7391 -0.3896
```

The charge is 0. The calculation puts the calculated total energy at -8724.8713 eV. The LUMO energy comes out at 0.5 eV. As for the structure (SMILES): C=NN(C)CC#N. The relative energy (zero: lowest compared OMol25 entry of this formula, charge and spin) comes out at 6.808 eV. As for the spin multiplicity: 1.

***

[8]
Below is a 2-piece molecular cluster, C5H11O2 overall at a distorted geometry, with properties calculated with ωB97M-V with the def2-TZVPD basis set.

Structure (XYZ):
```
18
Properties=species:S:1:pos:R:3
C -1.3786 -0.2819 -0.6107
O -1.6299 -1.5982 -0.8649
C -0.3106 -0.0092 0.4999
C 0.3251 1.3701 0.3520
C 1.6255 1.5953 -0.3733
C 2.3899 0.6676 -0.9348
H -0.9276 0.2388 -1.4753
H -2.2898 0.2779 -0.2787
H 0.3843 -0.8332 0.3523
H -0.7475 -0.0850 1.5010
H -0.4306 2.1069 0.0786
H 0.6820 1.5794 1.3838
H 1.8857 2.6529 -0.3851
H 2.2202 -0.3719 -0.7080
H 3.1654 0.8895 -1.6693
H -1.6221 -2.5267 1.7920
H -1.6364 -2.4884 0.2517
O -1.7050 -3.1837 1.0888
```

Its expectation value of S² is 0.751. The charge is -2. The calculation puts the calculated total energy at -9453.5061 eV. The LUMO energy (spin up / spin down) comes out at 6.7 / 6.7 eV. The relative energy (zero: lowest compared OMol25 entry of this formula, charge and spin) comes out at 2.571 eV. As for the spin multiplicity: 2.